(1)
The following is a DFT calculation (ωB97M-V/def2-TZVPD) of a structure of composition C37H73N4O7 at a distorted geometry.

Calculated values
* frontier orbital gap: 4.4341 eV
* total charge: +3

The geometry in XYZ format:
```
121
C37H73N4O7 (ωB97M-V/def2-TZVPD)
C -3.65296 0.33955 2.24373
C -3.08962 1.36605 3.22068
C -4.27155 1.84846 4.12060
C -4.65509 0.86906 5.19406
C -3.43890 0.64779 6.08966
C -2.19171 0.00487 5.38584
N -1.91007 0.76038 4.08633
O -0.69972 0.44586 3.43578
C -2.32831 -1.43128 4.96759
C -0.98579 0.12722 6.36378
C -2.57262 2.64280 2.47728
H -4.28825 -0.42444 2.69187
H -2.81681 -0.13448 1.72966
H -4.16780 0.87481 1.44590
H -5.17762 1.97922 3.52894
H -4.09058 2.83269 4.55261
H -5.11864 -0.02708 4.78156
H -5.46191 1.28199 5.79954
H -3.65871 0.11038 7.01214
H -3.17041 1.66864 6.36151
H -2.53529 -1.98746 5.88188
H -1.43433 -1.85209 4.50733
H -3.20429 -1.55786 4.33141
H -0.88275 1.08099 6.88127
H -0.03964 -0.11111 5.87789
H -1.09359 -0.61712 7.15272
H -3.32789 3.27379 2.00877
H -1.73920 2.44074 1.80446
H -2.14783 3.33645 3.20288
C -1.71430 -4.06308 -0.10051
C -0.30077 -4.35411 0.37607
C 0.76130 -3.95647 -0.71097
C 2.20423 -4.16115 -0.23433
C 2.43284 -3.21068 0.92673
C 1.43033 -3.22842 2.08900
N -0.00277 -3.44971 1.55649
O -1.07574 -2.95011 2.45872
C 1.56048 -1.83270 2.82951
C 1.87376 -4.36268 3.04890
C -0.26992 -5.86777 0.77036
H -2.43479 -4.36977 0.65775
H -2.05900 -4.72174 -0.89765
H -1.90211 -3.00301 -0.27105
H 0.59833 -2.92581 -1.02609
H 0.46151 -4.61731 -1.52430
H 2.81117 -3.98637 -1.12268
H 2.45105 -5.21325 -0.09192
H 2.46744 -2.23600 0.44002
H 3.45500 -3.40413 1.25209
H 2.55509 -1.71907 3.26072
H 0.85254 -1.71877 3.65046
H 1.49344 -0.97998 2.15388
H 2.71138 -4.16665 3.71827
H 2.24999 -5.25200 2.54328
H 1.02546 -4.69369 3.64798
H -0.54738 -6.66884 0.08522
H -0.94783 -6.10441 1.59042
H 0.70876 -6.20736 1.10942
C -0.17512 1.97332 -4.62381
C -0.55988 0.70673 -5.56817
C 0.82294 0.04090 -5.91972
C 0.73009 -1.34393 -6.53552
C -0.09102 -2.23120 -5.58184
C -1.47831 -1.77836 -5.19717
N -1.34246 -0.31467 -4.74622
O -2.42234 0.19797 -4.00967
C -1.95742 -2.71738 -4.09761
C -2.42709 -1.75435 -6.39886
C -1.31924 1.23232 -6.84557
H 0.41165 1.73584 -3.73646
H -1.12695 2.40992 -4.32130
H 0.24795 2.74755 -5.26388
H 1.37288 -0.12182 -4.99279
H 1.44978 0.63942 -6.58072
H 1.74587 -1.73136 -6.61417
H 0.34547 -1.24709 -7.55079
H 0.46300 -2.35965 -4.65197
H -0.21799 -3.26510 -5.90283
H -2.83762 -2.26370 -3.64208
H -1.27475 -2.72275 -3.24788
H -2.17723 -3.72265 -4.45708
H -3.40613 -1.31342 -6.21139
H -2.77990 -2.73542 -6.71685
H -2.03606 -1.27127 -7.29432
H -1.13103 0.55693 -7.68017
H -0.91606 2.15928 -7.25337
H -2.37599 1.45654 -6.70031
C 1.98161 5.53311 -1.79499
C 2.56263 4.29282 -1.06942
C 4.14685 4.37226 -1.03872
C 4.80432 3.40625 -0.02237
C 4.37825 3.78133 1.42275
C 2.84304 3.49494 1.52867
N 2.09386 4.20119 0.39824
O 0.71720 4.19273 0.50810
C 2.36178 4.11127 2.84829
C 2.76565 1.91010 1.46090
C 2.19927 2.99414 -1.89267
H 0.89427 5.60666 -1.77526
H 2.33020 5.51701 -2.82762
H 2.39342 6.47089 -1.42207
H 4.35573 5.39154 -0.71385
H 4.60667 4.28038 -2.02270
H 5.87500 3.56724 -0.14813
H 4.68611 2.37111 -0.34269
H 4.62537 4.83700 1.53501
H 4.96272 3.20540 2.14024
H 2.68658 5.14595 2.95810
H 2.75320 3.54862 3.69582
H 1.29579 4.00615 3.05007
H 1.77274 1.59451 1.78125
H 3.42425 1.47486 2.21251
H 3.10378 1.41572 0.55020
H 1.15383 2.92640 -2.19362
H 2.35824 2.04148 -1.38743
H 2.73911 2.99810 -2.83959
O -0.15513 1.45261 -0.14318
C -0.13895 0.24752 -0.58310
O -0.27701 -0.55135 0.32863
O -0.17615 -0.04310 -1.78129
H -0.35892 0.87878 0.59897
```

---

(2)
The following is a DFT calculation (ωB97M-V/def2-TZVPD) of a structure of composition CH4IN3O2 at a distorted geometry.

Calculated values
* frontier orbital gap: 8.1338 eV

The geometry in XYZ format:
```
11
CH4IN3O2 (ωB97M-V/def2-TZVPD)
C 0.51229 0.05453 0.29477
N -0.89985 -1.97543 -0.35090
N 1.86532 1.85594 0.10204
N -1.13726 -0.68613 -0.50855
O 0.75535 -0.20681 1.45056
O 0.94777 0.88892 -0.63639
I -2.83966 0.27365 0.41537
H -1.35938 -2.52834 -1.04645
H -1.12837 -2.42068 0.55495
H 1.11682 2.36292 0.48317
H 2.16698 2.38143 -0.75857
```

---

(3)
The following is a DFT calculation (ωB97M-V/def2-TZVPD) of a structure of composition C28H25BrOSiTb at a distorted geometry.

Calculated values
* frontier orbital gap (alpha / beta): 7.3830 / 7.1784 eV
* multiplicity: 7
* total charge: -1

The geometry in XYZ format:
```
57
C28H25BrOSiTb (ωB97M-V/def2-TZVPD)
C 0.10688 3.42764 -2.63101
C -0.47992 3.16464 -1.35878
C 0.53955 2.63581 -0.51946
H -1.52096 3.36012 -1.08097
C 1.77556 2.60545 -1.23910
C 1.51172 3.13819 -2.54207
H 2.28032 3.33778 -3.29178
H -0.40822 3.85593 -3.49550
H 0.40801 2.43535 0.55132
H 2.74748 2.29315 -0.84877
Tb 0.21218 0.95069 -2.65302
Br -2.42468 0.95775 -3.03771
C 1.37523 -0.22624 -4.52485
C 2.28789 0.86734 -4.79221
C 1.52655 1.98534 -5.24045
H 3.36949 0.77769 -4.90057
C 0.13809 1.62804 -5.22220
C 0.05477 0.22929 -4.91446
H -0.85505 -0.39120 -4.97710
H 1.66279 -1.27224 -4.39665
H 1.93729 2.88868 -5.70099
H -0.68104 2.26336 -5.55527
O -0.20376 -0.20631 -0.80074
Si -0.35150 -0.71563 0.74033
C -1.70476 -1.94940 1.22928
C -2.65332 -2.24892 0.25118
C -3.74662 -3.07364 0.55940
C -3.91956 -3.58865 1.85235
C -2.97420 -3.28564 2.84124
C -1.87672 -2.46508 2.52525
C 1.24278 -1.56390 1.23763
C 1.29661 -2.91843 1.57503
C 2.53411 -3.54033 1.77322
C 3.70961 -2.79909 1.66852
C 3.64628 -1.43171 1.40003
C 2.41685 -0.80428 1.19915
C -0.64951 0.53929 2.21941
C -1.83161 1.29334 2.20725
C -2.13436 2.18345 3.25137
C -1.27804 2.31326 4.34810
C -0.15550 1.48953 4.41828
C 0.13980 0.58945 3.37844
H -2.55154 -1.80989 -0.74555
H -4.47612 -3.30412 -0.22072
H -4.78451 -4.22538 2.08844
H -3.08993 -3.68464 3.85350
H -1.16585 -2.21468 3.31542
H 0.37394 -3.49888 1.65580
H 2.56708 -4.60719 1.98036
H 4.67024 -3.28990 1.78419
H 4.55461 -0.84664 1.31992
H 2.37263 0.27850 1.02867
H -2.52683 1.17540 1.36974
H -3.03962 2.78617 3.18960
H -1.48662 3.04280 5.13312
H 0.51290 1.54641 5.27516
H 0.99909 -0.07782 3.46921
```

---

Which ΔE to the lowest compared entry with this formula, charge and spin belongs to each record? In order, 453.8 211.3 0.0 kJ/mol.